56
Properties=species:S:1:pos:R:3:forces:R:3 method="wB97M-V/def2-TZVPD" homo_energy_ev=-14.178 energy_ha=-2415.210582 max_force_ha_per_bohr=0.028 charge=+2 gap_ha=0.3063 relative_energy_kcal_mol=12.3
Sn 0.11085 -0.12089 0.41882 0.070 0.220 1.002
O 4.18483 -1.96166 -1.47864 -0.060 0.019 0.268
C 3.53043 -1.36061 -0.68867 0.938 0.320 -0.066
N 2.32854 -1.92406 -0.08325 -0.573 0.191 -1.307
C 2.58189 -2.83936 0.97718 -0.144 -0.403 0.549
O 3.69243 -3.14439 1.28972 -0.036 0.218 -0.145
C 1.36150 -3.30010 1.68928 -0.135 -0.660 0.651
C 1.36587 -4.58281 2.22945 0.020 0.215 -0.120
C 0.23881 -5.02172 2.90697 -0.056 0.222 -0.032
C -0.83084 -4.15035 3.04213 0.079 -0.017 -0.046
C -0.72044 -2.87351 2.51198 0.083 0.112 0.084
N 0.34914 -2.44720 1.85308 0.142 -0.109 -0.298
C 3.76960 0.03883 -0.27576 0.574 0.609 0.041
C 5.01512 0.59389 -0.56027 -0.229 -0.101 0.050
C 5.22407 1.93335 -0.27158 -0.229 -0.065 0.056
C 4.18704 2.65320 0.30405 0.058 -0.124 -0.069
C 2.98749 2.00643 0.56941 -0.059 0.018 0.005
N 2.76948 0.72697 0.28738 0.125 -0.220 -0.094
H 2.23966 -5.20523 2.11400 0.053 -0.060 -0.046
H 0.20040 -6.01375 3.32970 -0.002 -0.078 0.009
H -1.73038 -4.44747 3.55558 -0.094 -0.017 0.079
H -1.50690 -2.13693 2.63547 -0.137 -0.081 0.096
H 5.77795 -0.03268 -0.99963 0.024 0.038 -0.053
H 6.16521 2.40759 -0.50196 0.098 0.021 0.032
H 4.30755 3.69876 0.53775 -0.027 0.094 0.070
H 2.15256 2.53596 1.01980 0.090 0.060 0.025
N -1.51693 2.82602 -2.89551 0.189 0.024 -0.177
C -2.05391 2.20908 -1.64386 -0.402 -0.181 0.577
C -2.58181 3.24507 -0.66604 0.216 -0.219 0.206
C -2.85642 2.52988 0.66377 -0.220 0.116 0.085
N -1.57699 2.05795 1.22935 -0.211 0.328 -0.131
C -3.83010 1.36811 0.46064 0.256 -0.022 -0.073
C -3.45153 0.40132 -0.66528 -0.406 0.255 -0.016
N -2.31530 -0.45221 -0.27720 0.133 -0.676 -0.102
C -3.12767 1.17660 -1.94882 0.244 -0.198 0.112
H -0.85947 3.57959 -2.66303 -0.124 -0.070 -0.185
H -2.25998 3.20949 -3.49439 0.210 -0.104 0.067
H -0.99218 2.09756 -3.40227 -0.129 0.217 -0.207
H -1.20079 1.70071 -1.17883 -0.150 0.280 -0.205
H -3.50640 3.70161 -1.01777 -0.026 0.068 -0.140
H -1.84657 4.03108 -0.50018 0.066 0.209 0.004
H -3.33084 3.24203 1.35305 0.038 -0.043 -0.210
H -1.77791 1.63840 2.13091 0.094 -0.095 0.125
H -1.01803 2.87881 1.43987 0.151 0.018 0.127
H -4.81204 1.78425 0.23952 -0.089 -0.006 0.005
H -3.92656 0.81634 1.39508 -0.105 -0.061 0.118
H -4.32576 -0.23712 -0.86022 0.184 0.168 -0.058
H -2.11674 -1.10822 -1.03485 -0.052 0.021 0.034
H -2.62474 -1.04643 0.49259 -0.012 0.041 -0.047
H -4.04222 1.66599 -2.28831 -0.009 0.036 -0.112
H -2.78752 0.48642 -2.72166 -0.039 -0.078 -0.101
O -0.03693 -2.24820 -0.82071 -0.428 0.299 0.240
S 1.29913 -2.32409 -1.36425 -0.724 -0.527 0.651
O 1.52074 -1.06566 -2.23576 0.843 -0.398 -0.809
O 1.67256 -3.49466 -2.02442 0.470 -0.490 -0.519
S 0.53110 0.29799 -2.11341 -0.539 0.663 0.000


50
Properties=species:S:1:pos:R:3:forces:R:3 method="wB97M-V/def2-TZVPD" homo_energy_ev="-14.037 / -13.980" s_squared=0.76 energy_ha=-4138.543441 spin_multiplicity=2 max_force_ha_per_bohr=0.016 charge=+2 gap_ha="0.2754 / 0.1952" relative_energy_kcal_mol=19.3
Ir -0.11052 -0.59717 0.23647 0.461 -0.520 -0.209
O 0.69433 0.33747 1.85398 -0.630 -0.306 0.386
C 0.26471 1.41387 2.33846 0.278 -0.110 -0.054
C -0.77060 2.23175 1.83781 -0.134 0.078 -0.001
C -1.05763 3.40943 2.57124 0.137 -0.112 0.007
C -2.03079 4.25087 2.13846 0.015 0.063 -0.327
C -2.76612 3.97944 0.97510 0.077 0.106 0.172
C -2.50308 2.84602 0.25236 -0.009 -0.191 -0.167
C -1.50528 1.94227 0.65671 -0.011 0.305 0.135
O -1.33025 0.87956 -0.10625 0.181 0.047 -0.274
N -2.32121 5.47864 2.90711 -0.550 -0.446 0.445
O -1.68077 5.64959 3.91891 0.214 0.168 -0.122
O -3.24747 6.15088 2.51819 0.170 0.184 -0.164
H 0.77738 1.74574 3.24356 0.047 0.021 -0.034
H -0.50513 3.64896 3.47108 0.001 -0.002 -0.006
H -3.53366 4.67672 0.66773 0.007 0.003 -0.006
H -3.05510 2.62097 -0.64993 -0.002 0.011 0.011
Br 1.09293 -2.59511 1.21224 -0.014 -0.114 -0.392
C 2.80303 -2.28251 0.39452 -0.269 0.207 0.025
C 3.85443 -3.10444 0.62201 0.175 -0.018 -0.039
C 5.08118 -2.76990 0.00005 -0.077 -0.071 0.062
C 5.18316 -1.65296 -0.77708 -0.013 0.063 -0.055
C 4.07207 -0.79910 -0.99515 0.032 -0.036 0.041
C 4.16579 0.37461 -1.78412 0.013 -0.037 -0.008
C 3.08217 1.18354 -1.96451 -0.082 0.044 0.033
C 1.83441 0.84398 -1.39104 0.167 0.115 -0.208
C 1.71035 -0.28535 -0.62608 -0.580 0.355 0.242
C 2.83023 -1.12322 -0.39501 0.183 -0.020 -0.064
H 3.77655 -3.98014 1.25123 -0.009 0.003 0.006
H 5.93780 -3.41030 0.15597 0.000 -0.001 0.002
H 6.12751 -1.40161 -1.24233 0.001 0.008 0.004
H 5.11505 0.61949 -2.24305 0.005 -0.001 0.006
H 3.16219 2.08697 -2.55375 0.011 0.005 0.011
H 0.99119 1.50670 -1.54982 -0.031 -0.058 -0.051
N -3.66893 -2.90256 -0.05671 0.039 -0.042 -0.006
C -3.71024 -2.94542 1.31926 0.031 0.020 -0.024
C -2.60077 -2.28866 1.75644 -0.107 -0.055 -0.018
N -1.89531 -1.85862 0.65990 0.155 0.582 0.456
C -2.55986 -2.23999 -0.41477 0.045 -0.117 0.051
C -1.93935 -1.91968 -1.67470 -0.119 0.023 -0.122
N -0.78690 -1.27047 -1.61715 0.170 -0.143 0.275
C -0.37159 -1.05676 -2.90764 -0.024 -0.057 -0.094
C -1.29837 -1.59237 -3.74806 0.048 0.010 0.043
N -2.28068 -2.13147 -2.95261 0.000 -0.014 0.013
H -4.34776 -3.32808 -0.66911 -0.010 0.008 0.006
H -4.51033 -3.43026 1.85018 -0.002 0.009 0.008
H -2.27836 -2.10128 2.76577 0.004 0.007 -0.003
H 0.55030 -0.56033 -3.14623 0.009 0.018 0.017
H -1.33790 -1.64052 -4.82167 -0.003 -0.004 -0.001
H -3.10279 -2.60919 -3.28797 -0.002 0.011 -0.007


114
Properties=species:S:1:pos:R:3:forces:R:3 method="wB97M-V/def2-TZVPD" homo_energy_ev="-11.633 / -11.633" s_squared=0.75 energy_ha=-3951.301709 spin_multiplicity=2 max_force_ha_per_bohr=0.105 charge=+1 gap_ha="0.3363 / 0.1074"
C 5.41963 0.59550 1.31469 -0.014 -0.602 1.032
O 4.60086 1.40132 0.52028 -0.758 0.403 -1.106
C 4.74450 1.14968 -0.84443 -0.222 0.453 0.259
C 5.97753 1.82597 -1.43866 0.903 0.662 -1.122
O 5.81949 3.22967 -1.69255 -0.590 -1.670 -0.043
C 5.19063 3.99365 -0.71221 0.692 1.510 0.035
H 5.21686 -0.45570 1.10984 0.315 -0.127 -0.173
H 5.16988 0.74981 2.36442 -0.160 0.256 -0.146
H 6.47590 0.84542 1.21498 0.253 -0.091 -0.296
H 3.94770 1.57430 -1.45509 -0.614 0.067 0.523
H 4.78210 0.08938 -1.09429 0.326 -0.181 0.136
H 6.25433 1.37279 -2.39055 -0.120 0.266 -0.134
H 6.86641 1.73459 -0.81446 0.090 -0.026 0.616
H 4.17331 3.70068 -0.45270 -0.200 -0.688 -0.095
H 5.16066 5.01416 -1.09398 0.051 -0.130 0.013
H 5.80328 3.93085 0.18712 -0.058 -0.018 0.349
C 0.03539 -0.76453 3.84037 -0.283 0.063 0.338
O -0.50591 -1.97683 3.37317 -0.571 -1.182 0.238
C -0.11844 -3.13525 4.16073 1.456 0.115 -1.330
C 0.26945 -4.34672 3.23075 -0.405 0.044 0.120
O 1.32795 -4.11309 2.29714 -0.708 -0.256 -0.352
C 1.35699 -5.02021 1.16118 0.086 0.472 0.732
H -0.43047 0.08736 3.34505 -0.061 -0.308 -0.320
H 1.11090 -0.71650 3.66988 0.247 -0.041 0.127
H -0.20022 -0.63059 4.89614 0.259 0.060 0.246
H -0.81853 -3.50550 4.90966 -0.847 0.163 -0.468
H 0.69301 -2.78070 4.79629 0.646 -0.397 -0.192
H -0.60717 -4.72023 2.70146 -0.440 0.659 -0.374
H 0.47812 -5.23769 3.82296 0.524 0.132 0.678
H 1.87534 -4.46266 0.38107 0.171 -0.267 0.012
H 0.40408 -5.35982 0.75532 -0.585 0.634 0.280
H 1.84831 -5.96430 1.39659 0.525 0.144 0.188
O -0.02803 1.52897 -1.72179 -0.376 -1.592 1.849
C 0.00098 0.62692 -0.89815 -0.567 -0.489 -1.824
O -0.91501 -0.46439 -0.93591 0.502 3.090 -1.493
C -0.62443 -1.44437 0.00395 0.330 -0.587 0.940
C 0.82103 -1.16941 0.35529 0.931 -0.983 1.657
C 1.08126 0.31397 0.13853 -0.586 -0.093 -0.550
H -0.69609 -2.44696 -0.41768 -0.254 0.106 -0.336
H -1.34688 -1.41413 0.81959 0.233 0.181 0.180
H 1.42095 -1.84912 -0.24986 0.335 0.489 -0.490
H 1.05381 -1.52476 1.35910 -0.145 0.188 0.170
H 2.06498 0.57834 -0.24940 -0.115 -0.198 -0.296
H 0.97781 0.96732 1.00486 -0.405 -0.250 0.236
C -2.74355 5.09522 -3.58891 -0.129 -0.391 0.569
C -2.86951 4.06217 -2.47514 -0.599 -0.254 -0.977
O -1.83049 4.33430 -1.53243 0.215 0.347 2.191
C -2.01752 4.04586 -0.22301 -0.994 -0.398 -0.867
O -3.01745 3.57561 0.24004 0.437 0.133 0.084
C -0.79840 4.36919 0.70498 -0.155 1.649 -1.893
F 0.15301 4.96421 -0.09613 -0.353 -0.300 1.273
F -1.14348 5.21869 1.68453 0.152 -0.288 -0.581
F -0.27973 3.30559 1.25900 0.327 -0.817 0.230
H -1.81071 4.98005 -4.14084 -0.301 0.184 -0.238
H -2.81496 6.07904 -3.12512 0.369 0.079 0.030
H -3.66050 5.03868 -4.17553 0.358 -0.243 -0.540
H -2.75488 3.01245 -2.74540 0.258 0.079 -0.472
H -3.91942 4.12792 -2.18971 0.288 0.190 1.331
C 2.32200 -2.95547 -3.48193 -0.398 0.370 -0.183
C 1.16006 -3.93766 -3.39135 1.462 0.231 -0.319
O -0.04367 -3.30985 -3.84531 -1.434 0.464 0.363
C -1.22931 -3.74416 -3.40027 0.158 -3.500 2.838
O -1.36943 -4.70128 -2.58907 0.368 3.484 -2.810
C -2.51970 -3.05247 -3.99674 1.735 1.316 0.448
F -3.29535 -3.98776 -4.46794 -0.495 -0.466 -0.747
F -3.20071 -2.36408 -3.07769 0.293 -0.311 0.166
F -2.15947 -2.15867 -4.94872 -0.361 -0.762 0.117
H 2.53262 -2.61463 -4.49562 0.007 -0.125 0.001
H 3.19162 -3.46069 -3.06168 0.110 0.046 -0.127
H 2.10860 -2.07551 -2.87510 0.010 0.071 0.081
H 1.21775 -4.24573 -2.34738 -1.168 -0.411 -0.129
H 1.38265 -4.74405 -4.09012 -0.302 -0.362 0.365
C -2.89135 -1.79640 6.42056 -0.905 -0.022 -1.460
C -3.30520 -0.32098 6.44466 0.842 -0.754 1.712
O -3.08180 0.38869 5.23076 0.473 0.458 -1.310
C -3.78962 0.22581 4.09794 -3.032 -1.948 0.690
O -4.83843 -0.43636 4.00489 3.440 2.166 -0.049
C -3.15374 1.03404 2.87536 -2.171 0.151 0.002
F -2.80729 0.19378 1.89028 0.122 0.285 0.495
F -4.08368 1.90431 2.34751 1.024 -1.197 0.892
F -2.11941 1.74313 3.27329 0.538 0.194 -0.163
H -1.85946 -1.91874 6.09144 0.117 0.321 0.277
H -3.47058 -2.29887 5.64589 -0.213 -0.388 0.223
H -3.02911 -2.28247 7.38640 -0.093 0.176 -0.061
H -2.58721 0.03891 7.18159 0.188 1.028 -0.439
H -4.24651 -0.07827 6.93774 -0.461 -0.378 -0.767
C -4.87175 -5.32772 -1.70046 -0.468 0.699 -0.076
C -4.15563 -6.10465 -0.60817 0.030 -0.601 -1.760
O -4.50497 -5.66767 0.70813 1.391 2.191 0.502
C -3.92097 -4.47386 1.17037 2.032 -1.937 -2.454
O -3.00963 -3.82341 0.65876 -2.682 -1.769 1.196
C -4.47902 -4.17049 2.54167 -1.518 0.654 0.712
F -4.81630 -2.89225 2.52509 -0.809 0.715 -0.218
F -5.56487 -4.91744 2.87355 0.909 0.537 -0.351
F -3.60217 -4.25967 3.52256 0.961 -0.924 0.367
H -4.32463 -5.35488 -2.64280 0.112 -0.099 0.162
H -4.98065 -4.28039 -1.41880 0.311 0.149 -0.013
H -5.89362 -5.63807 -1.91849 0.025 -0.402 0.258
H -3.10085 -6.14535 -0.88000 0.369 0.821 0.887
H -4.40359 -7.15844 -0.73528 -0.532 -0.021 0.798
C 4.03198 7.97540 -3.05477 0.093 -0.302 1.032
C 2.99862 7.47801 -4.01884 0.933 0.841 -1.625
O 2.18186 6.43033 -3.51086 -0.129 -3.127 1.054
C 2.67910 5.11731 -3.34972 4.034 2.371 -2.669
O 3.83487 4.78522 -3.74154 -4.256 0.904 2.006
C 1.65977 4.07478 -2.80382 -0.306 1.124 -0.656
F 0.44609 4.67546 -2.80392 1.368 -1.432 0.419
F 1.69849 3.02877 -3.61957 -0.465 0.181 -0.065
F 2.04911 3.60796 -1.59586 -0.419 0.700 -0.186
H 4.65388 7.19050 -2.62434 0.024 -0.152 -0.185
H 3.45756 8.40974 -2.23655 0.280 0.189 0.229
H 4.70733 8.73449 -3.44947 -0.274 -0.026 -0.267
H 3.35356 7.28327 -5.03086 0.557 -0.990 0.198
H 2.41746 8.36227 -4.28043 -1.085 -0.381 0.643


21
Properties=species:S:1:pos:R:3:forces:R:3 method="wB97M-V/def2-TZVPD" homo_energy_ev="0.868 / -5.563" s_squared=0.75 energy_ha=-746.535264 spin_multiplicity=2 max_force_ha_per_bohr=0.037 charge=-1 gap_ha="0.0814 / 0.3196" relative_energy_kcal_mol=18.6
C 1.73200 -1.13764 -1.69294 -1.489 -0.070 0.504
C 0.57497 -0.96315 -0.63684 0.201 -1.787 0.269
S 0.26816 0.84480 -0.25431 0.159 -1.452 0.679
C 0.05142 0.65201 1.56500 0.040 0.456 -0.528
H 1.42375 -1.94110 -2.35839 0.073 0.131 -0.451
H 1.84953 -0.19601 -2.19242 -0.025 0.301 -0.765
H 2.71637 -1.39167 -1.33990 0.156 -0.074 0.843
H -0.37168 -1.47996 -0.98794 0.888 0.989 -0.167
H 0.80741 -1.65175 0.25246 -0.058 1.758 -0.775
H 0.72451 1.32832 2.09565 -0.287 0.050 -0.080
H 0.37320 -0.34692 1.74071 0.287 -0.565 0.466
H -0.98825 0.71997 1.84756 -0.170 0.355 0.117
H 2.70650 0.22169 0.87752 0.201 0.532 -0.049
H 3.45706 -0.19535 2.20949 -0.895 -0.150 -1.145
O 2.80488 -0.49553 1.51263 0.902 -0.419 1.181
H -2.40255 -2.12981 1.03688 0.158 -1.085 -0.097
H -2.31770 -0.81319 0.28686 -0.131 -0.214 0.794
O -2.51870 -1.20302 1.16734 -0.087 1.277 -0.721
H -2.34551 1.50176 -0.91686 0.262 -0.236 -0.158
H -3.08772 2.54571 -1.71658 0.120 -1.118 -0.140
O -2.90940 1.57407 -1.70214 -0.305 1.321 0.224